Entry 1:
Formula: C42H130N10O18
Source: OMol25
Level of theory: ωB97M-V with the def2-TZVPD basis set

**Electronic energy**: -97410.1273 eV
**Highest occupied orbital energy**: -8.85 eV
**Gap between HOMO and LUMO**: 8.3774 eV
**LUMO energy**: -0.0175 hartree

Geometry (Å):
C -4.42 -2.52 -3.20
C -4.71 -2.69 -1.72
C -3.64 -1.94 -0.88
O -3.79 -0.56 -1.08
C -2.86 0.20 -0.32
N -6.06 -2.14 -1.41
H -4.98 -3.24 -3.81
H -3.37 -2.81 -3.37
H -4.57 -1.54 -3.65
H -4.63 -3.74 -1.43
H -2.62 -2.31 -1.04
H -3.75 -2.17 0.20
H -3.08 -0.02 0.73
H -3.04 1.26 -0.48
H -1.83 -0.11 -0.52
H -5.86 -1.14 -1.48
H -6.14 -2.21 -0.39
C 4.80 4.98 -0.78
C 4.11 4.07 -1.81
C 3.70 2.74 -1.22
O 4.80 1.95 -0.83
C 5.42 1.27 -1.90
N 2.96 4.81 -2.31
H 5.37 5.76 -1.30
H 5.64 4.53 -0.26
H 4.11 5.42 -0.06
H 4.89 3.91 -2.56
H 3.07 2.20 -1.95
H 3.09 2.92 -0.34
H 6.18 0.61 -1.47
H 5.97 1.94 -2.56
H 4.63 0.77 -2.47
H 2.52 4.32 -3.08
H 2.28 4.97 -1.56
C -1.06 -8.84 -0.16
C -2.11 -7.76 -0.35
C -1.54 -6.67 -1.22
O -0.36 -6.12 -0.65
C 0.11 -5.07 -1.48
N -3.33 -8.32 -0.96
H -0.62 -9.13 -1.11
H -1.47 -9.70 0.37
H -0.20 -8.55 0.45
H -2.37 -7.30 0.61
H -2.26 -5.84 -1.31
H -1.37 -7.04 -2.24
H 1.09 -4.74 -1.12
H -0.57 -4.21 -1.38
H 0.16 -5.29 -2.54
H -3.07 -8.64 -1.89
H -3.54 -9.16 -0.43
C -0.19 0.48 1.05
C 0.44 0.90 -0.25
C 0.42 -0.18 -1.32
O 1.23 -1.27 -0.90
C 1.30 -2.22 -1.96
N -0.26 2.12 -0.70
H -1.03 -0.16 0.73
H -0.67 1.19 1.72
H 0.43 -0.19 1.64
H 1.49 1.21 -0.15
H 0.76 0.17 -2.30
H -0.61 -0.54 -1.49
H 1.94 -3.04 -1.65
H 1.69 -1.80 -2.89
H 0.29 -2.60 -2.13
H 0.11 2.38 -1.62
H 0.04 2.88 -0.10
C 0.40 4.20 2.48
C 1.55 4.91 1.70
C 1.07 5.75 0.55
O 0.60 4.93 -0.54
C -0.16 5.64 -1.52
N 2.23 5.80 2.64
H 0.87 3.54 3.20
H -0.20 3.49 1.90
H -0.23 4.94 2.96
H 2.24 4.17 1.30
H 1.85 6.35 0.07
H 0.28 6.47 0.81
H 0.41 6.50 -1.90
H -1.10 5.94 -1.05
H -0.30 4.95 -2.34
H 2.66 5.16 3.31
H 1.59 6.35 3.19
C -5.40 4.32 2.29
C -4.49 5.16 3.21
C -3.16 4.46 3.48
O -3.39 3.29 4.20
C -2.26 2.52 4.51
N -4.32 6.44 2.54
H -5.16 4.50 1.25
H -6.41 4.71 2.45
H -5.31 3.25 2.48
H -4.94 5.38 4.19
H -2.52 5.16 4.06
H -2.62 4.37 2.53
H -2.65 1.71 5.13
H -1.39 3.02 4.95
H -1.85 2.01 3.63
H -4.13 6.31 1.55
H -3.48 6.96 2.81
C 2.37 -7.99 -0.28
C 3.82 -7.67 0.07
C 3.89 -6.66 1.22
O 3.36 -5.39 0.92
C 4.20 -4.60 0.09
N 4.47 -8.94 0.40
H 2.38 -8.60 -1.19
H 1.76 -7.11 -0.48
H 1.94 -8.56 0.54
H 4.33 -7.24 -0.80
H 4.90 -6.62 1.65
H 3.27 -7.05 2.03
H 3.75 -3.61 0.02
H 4.29 -5.03 -0.92
H 5.20 -4.59 0.54
H 4.54 -9.52 -0.43
H 5.41 -8.80 0.74
C -0.31 -2.96 1.32
C -1.52 -3.15 2.22
C -2.55 -4.15 1.66
O -3.79 -4.08 2.33
C -4.74 -4.91 1.68
N -1.00 -3.54 3.54
H -0.72 -2.49 0.42
H 0.14 -3.92 1.06
H 0.44 -2.30 1.75
H -1.99 -2.17 2.35
H -2.17 -5.17 1.70
H -2.70 -3.85 0.61
H -4.40 -5.95 1.70
H -4.89 -4.58 0.65
H -5.65 -4.79 2.26
H -1.78 -3.67 4.18
H -0.47 -4.40 3.57
C -4.35 5.01 -4.36
C -2.93 4.46 -4.54
C -1.94 5.59 -4.40
O -2.17 6.56 -5.42
C -1.23 7.60 -5.39
N -2.71 3.56 -3.38
H -4.47 5.42 -3.36
H -5.17 4.30 -4.51
H -4.50 5.82 -5.08
H -2.96 3.93 -5.50
H -0.87 5.36 -4.46
H -2.12 6.11 -3.45
H -1.53 8.40 -6.08
H -0.22 7.28 -5.67
H -1.23 8.05 -4.39
H -3.04 2.65 -3.68
H -1.71 3.45 -3.26
C 3.10 1.55 3.59
C 3.65 1.87 4.97
C 2.90 3.00 5.65
O 3.19 4.29 5.11
C 4.47 4.80 5.35
N 3.60 0.63 5.77
H 2.04 1.25 3.62
H 3.64 0.67 3.23
H 3.25 2.36 2.88
H 4.72 2.10 4.95
H 3.00 3.07 6.74
H 1.83 2.84 5.45
H 4.61 5.67 4.71
H 5.25 4.14 4.95
H 4.70 5.10 6.38
H 2.64 0.43 6.03
H 4.02 0.80 6.69
O -2.99 3.75 -0.45
H -2.73 3.69 -1.39
H -2.31 3.25 0.01
O 3.88 -2.05 0.15
H 4.37 -2.30 -0.65
H 3.10 -1.58 -0.18
O 4.44 -2.68 -2.60
H 4.96 -2.22 -3.27
H 3.98 -3.39 -3.08
O 0.27 -3.26 -4.36
H -0.57 -3.64 -4.62
H 0.06 -2.38 -3.99
O 2.79 -4.92 -3.57
H 1.85 -5.12 -3.57
H 3.11 -5.28 -4.41
O -0.13 2.51 -4.17
H 0.12 1.73 -4.69
H 0.48 3.20 -4.47
C -1.08 0.37 -3.66
O 0.00 -0.47 -3.99
H -1.69 -0.24 -2.98
H -0.86 1.28 -3.11
H -1.79 0.58 -4.47
H 0.78 0.04 -4.20
C -0.36 -0.52 5.55
O -0.64 -0.46 4.17
H -0.28 0.52 5.89
H -1.16 -1.06 6.07
H 0.55 -1.05 5.83
H -0.71 -1.39 3.89

Entry 2:
Formula: C42H29AgO6PSb
Source: OMol25
Level of theory: ωB97M-V with the def2-TZVPD basis set

**Net charge**: -2
**Electronic energy**: -76134.2731 eV
**Highest occupied orbital energy**: -1.51 eV
**Gap between HOMO and LUMO**: 5.6144 eV
**LUMO energy**: 0.1509 hartree

Geometry (Å):
Ag -0.70 0.28 0.65
O 4.30 0.42 4.72
C 3.34 0.31 3.95
C 3.39 -0.13 2.53
O 4.40 -0.52 1.93
C 2.04 -0.07 2.03
C 1.13 0.32 3.07
O -0.12 0.40 2.95
C 1.91 0.56 4.29
O 1.47 0.88 5.40
O 1.66 -0.36 0.83
C -4.85 -0.47 -2.65
C -3.95 -1.52 -2.58
C -2.59 -1.27 -2.52
C -2.11 0.03 -2.54
C -3.02 1.08 -2.64
C -4.37 0.84 -2.68
P -0.28 0.30 -2.51
C -0.02 0.49 -4.33
C -0.99 0.23 -5.29
C -0.71 0.43 -6.64
C 0.54 0.87 -7.04
C 1.52 1.09 -6.09
C 1.25 0.89 -4.75
C -0.29 2.05 -1.95
C 0.00 3.15 -2.75
C -0.04 4.41 -2.19
C -0.37 4.56 -0.85
C -0.69 3.45 -0.08
C -0.65 2.15 -0.59
H -5.91 -0.66 -2.70
H -4.32 -2.54 -2.57
H -1.89 -2.10 -2.45
H -2.64 2.09 -2.69
H -5.07 1.66 -2.74
H -1.96 -0.12 -4.99
H -1.48 0.24 -7.37
H 0.73 1.06 -8.09
H 2.50 1.41 -6.40
H 2.02 1.06 -4.01
H 0.25 3.02 -3.79
H 0.20 5.28 -2.79
H -0.38 5.55 -0.41
H -0.98 3.62 0.95
C -0.35 -7.44 -0.25
C -1.23 -6.54 -0.84
C -0.99 -5.18 -0.74
C 0.11 -4.68 -0.06
C 0.96 -5.59 0.54
C 0.74 -6.96 0.45
Sb 0.51 -2.47 0.15
C 0.59 -2.88 2.26
C 1.71 -2.88 3.08
C 1.59 -3.11 4.44
C 0.35 -3.35 5.00
C -0.78 -3.35 4.19
C -0.65 -3.10 2.84
C 2.41 -2.90 -0.74
C 3.65 -2.82 -0.13
C 4.80 -3.17 -0.81
C 4.73 -3.60 -2.12
C 3.50 -3.66 -2.76
C 2.35 -3.31 -2.07
H -0.53 -8.50 -0.32
H -2.09 -6.91 -1.38
H -1.69 -4.48 -1.20
H 1.82 -5.23 1.09
H 1.42 -7.66 0.93
H 2.69 -2.69 2.67
H 2.47 -3.09 5.07
H 0.25 -3.54 6.06
H -1.76 -3.52 4.62
H -1.54 -3.07 2.21
H 3.74 -2.42 0.87
H 5.76 -3.10 -0.31
H 5.64 -3.87 -2.66
H 3.44 -3.99 -3.79
H 1.39 -3.33 -2.57
O -3.34 0.58 1.40
C -2.62 -0.18 0.87